Computed, not measured: a molecular structure, C27H35N2O2SiTeW, with wB97M-V/def2-TZVPD.

Element x y z (Å)
W1 -7.31 -11.04 -10.43
O1 -8.51 -10.87 -11.97
C1 -9.38 -9.96 -12.57
C2 -9.91 -10.51 -13.81
C3 -11.12 -9.99 -14.46
C4 -11.10 -8.45 -14.90
C5 -11.00 -7.41 -13.74
C6 -10.64 -7.79 -12.28
N1 -9.56 -8.77 -12.04
H1 -9.98 -11.57 -13.54
H2 -8.99 -10.43 -14.42
H3 -12.00 -10.28 -13.80
H4 -11.18 -10.44 -15.44
H5 -12.10 -8.34 -15.41
H6 -10.30 -8.35 -15.68
H7 -12.02 -6.98 -13.61
H8 -10.27 -6.68 -14.10
H9 -11.60 -8.04 -11.74
H10 -10.27 -6.88 -11.85
H11 -9.02 -8.54 -11.16
Te1 -11.34 -12.83 -9.35
C7 -13.12 -13.04 -8.20
C8 -13.11 -12.82 -6.86
C9 -14.31 -12.78 -6.18
C10 -15.55 -13.03 -6.85
C11 -15.50 -13.41 -8.20
C12 -14.28 -13.35 -8.88
C13 -11.22 -14.87 -9.81
C14 -11.17 -15.40 -11.11
C15 -10.89 -16.75 -11.26
C16 -10.84 -17.64 -10.17
C17 -10.96 -17.12 -8.88
C18 -11.14 -15.72 -8.73
H12 -12.19 -12.53 -6.31
H13 -14.21 -12.74 -5.10
H14 -16.49 -12.74 -6.39
H15 -16.37 -13.64 -8.76
H16 -14.18 -13.52 -9.95
H17 -11.18 -14.72 -12.01
H18 -10.83 -17.15 -12.30
H19 -10.63 -18.68 -10.28
H20 -10.94 -17.77 -7.96
H21 -11.37 -15.29 -7.74
C19 -4.29 -9.23 -7.52
Si1 -5.08 -8.65 -9.15
C20 -4.28 -9.16 -10.74
C21 -5.27 -6.79 -8.88
N2 -6.66 -9.37 -9.31
C22 -7.87 -8.65 -9.05
C23 -8.30 -7.31 -9.61
C24 -9.51 -6.79 -9.10
C25 -9.90 -7.06 -7.79
C26 -9.40 -8.18 -7.10
C27 -8.49 -9.05 -7.80
H22 -3.23 -9.02 -7.37
H23 -4.35 -10.30 -7.52
H24 -4.82 -8.86 -6.66
H25 -3.73 -10.10 -10.67
H26 -3.63 -8.39 -11.22
H27 -5.08 -9.36 -11.47
H28 -5.97 -6.57 -8.08
H29 -5.63 -6.43 -9.83
H30 -4.34 -6.33 -8.50
H31 -7.63 -6.76 -10.21
H32 -10.05 -6.02 -9.68
H33 -10.62 -6.41 -7.26
H34 -9.70 -8.30 -6.04
H35 -8.24 -10.05 -7.49
O2 -7.37 -12.12 -9.02

As for the expectation value of S²: 2.02. The multiplicity is 3. Its lowest unoccupied orbital energy (spin up / spin down) is -3.70 / -4.29 eV. The energy above the lowest of the compared OMol25 structures with the same formula, charge and spin comes out at 0.0 kcal per mole. The net charge is +1. Its frontier orbital gap (spin up / spin down) is 6.19 / 5.60 eV.


Computed, not measured: a molecular structure, C27H35N2O3RhSi, with wB97M-V/def2-TZVPD.

Element x y z (Å)
Rh1 -0.41 -0.83 -0.75
C1 -0.84 -2.30 4.87
C2 0.10 -1.84 3.75
C3 0.09 -0.34 3.56
C4 0.68 0.44 4.55
C5 0.74 1.81 4.44
C6 0.23 2.43 3.31
C7 -0.37 1.69 2.30
C8 -0.94 2.40 1.11
C9 -2.46 2.50 1.16
C10 -0.45 0.29 2.43
N1 -1.05 -0.46 1.42
C11 -2.08 -1.21 1.68
C12 -2.59 -2.12 0.74
C13 -3.67 -3.03 0.84
C14 -3.67 -3.76 -0.34
C15 -2.59 -3.28 -1.11
N2 -1.95 -2.31 -0.47
H1 -0.74 -3.37 5.04
H2 -1.88 -2.09 4.62
H3 -0.61 -1.78 5.79
H4 -0.16 -2.34 2.82
H5 1.12 -2.14 4.01
H6 1.10 -0.05 5.42
H7 1.19 2.40 5.22
H8 0.28 3.50 3.21
H9 -0.65 1.86 0.20
H10 -0.51 3.40 1.06
H11 -2.91 1.51 1.21
H12 -2.82 2.99 0.26
H13 -2.78 3.07 2.03
H14 -2.59 -1.13 2.64
H15 -4.33 -3.12 1.67
H16 -4.34 -4.55 -0.61
H17 -2.27 -3.63 -2.07
C16 -2.47 -0.07 -4.69
C17 -1.20 0.22 -3.91
C18 -0.11 0.85 -4.77
O1 -0.74 -0.99 -3.31
C19 -1.55 1.30 -2.79
O2 -2.03 2.34 -3.18
O3 -1.27 0.95 -1.62
H18 -2.25 -0.70 -5.55
H19 -2.92 0.86 -5.02
H20 -3.18 -0.60 -4.05
H21 0.10 0.23 -5.64
H22 0.80 0.97 -4.18
H23 -0.43 1.83 -5.10
H24 0.16 -1.17 -3.61
C20 2.84 -1.96 -2.33
Si1 1.99 -0.99 -0.86
C21 2.86 -1.69 0.73
C22 2.65 0.83 -0.98
C23 2.54 1.67 0.12
C24 3.02 2.96 0.09
C25 3.61 3.46 -1.07
C26 3.71 2.64 -2.18
C27 3.23 1.34 -2.14
H25 3.91 -2.01 -2.15
H26 2.69 -1.49 -3.30
H27 2.46 -2.98 -2.40
H28 3.94 -1.66 0.60
H29 2.59 -2.72 0.92
H30 2.62 -1.11 1.61
H31 2.09 1.30 1.03
H32 2.95 3.59 0.97
H33 3.98 4.47 -1.10
H34 4.17 3.01 -3.09
H35 3.34 0.72 -3.01

As for the expectation value of S²: 6.01. The multiplicity is 5. Its lowest unoccupied orbital energy (spin up / spin down) is 0.16 / -2.59 eV. The net charge is 0. Its frontier orbital gap (spin up / spin down) is 8.08 / 5.48 eV.


Computed, not measured: a molecular structure, C27H36AsCdGeN8O6S, with wB97M-V/def2-TZVPD.

Element x y z (Å)
Cd1 1.43 1.02 -2.10
C1 0.05 4.03 3.39
N1 0.64 3.30 2.30
C2 0.14 2.94 1.11
N2 1.06 2.37 0.38
C3 2.17 2.42 1.18
N3 1.96 2.98 2.36
C4 -0.13 3.22 4.66
C5 0.14 3.84 5.87
C6 0.00 3.14 7.07
C7 -0.39 1.82 7.06
C8 -0.68 1.20 5.84
C9 -0.55 1.90 4.65
C10 -1.08 -0.21 5.87
N4 -1.12 -1.00 6.90
N5 -1.48 -2.25 6.42
C11 -1.65 -2.12 5.15
O1 -1.42 -0.85 4.74
C12 -2.01 -3.14 4.16
C13 -1.99 -4.49 4.48
C14 -2.26 -5.42 3.49
C15 -2.58 -5.01 2.21
C16 -2.65 -3.66 1.89
C17 -3.08 -3.22 0.50
N6 -3.42 -1.81 0.45
C18 -2.64 -0.72 0.31
N7 -3.33 0.36 0.59
C19 -4.55 -0.13 0.89
N8 -4.66 -1.44 0.82
C20 -2.35 -2.73 2.87
H1 -0.91 4.42 3.05
H2 0.70 4.88 3.61
H3 -0.90 3.10 0.84
H4 3.15 2.05 0.89
H5 0.49 4.87 5.89
H6 0.23 3.63 8.01
H7 -0.49 1.25 7.97
H8 -0.74 1.40 3.70
H9 -1.73 -4.79 5.49
H10 -2.23 -6.48 3.73
H11 -2.80 -5.76 1.45
H12 -3.98 -3.75 0.21
H13 -2.31 -3.44 -0.24
H14 -1.60 -0.76 0.01
H15 -5.40 0.50 1.16
H16 -2.39 -1.67 2.67
O2 4.96 1.36 -0.50
S1 4.05 1.06 -1.60
O3 4.82 0.68 -2.83
O4 3.14 -0.07 -1.23
O5 3.19 2.25 -1.92
C21 5.10 -0.17 -5.45
As1 3.78 -0.84 -4.19
C22 3.08 -2.25 -5.42
C23 4.57 -2.11 -2.95
O6 2.37 0.03 -4.06
H17 5.70 -1.00 -5.82
H18 5.72 0.58 -4.98
H19 4.54 0.26 -6.27
H20 3.87 -2.81 -5.92
H21 2.46 -1.75 -6.16
H22 2.45 -2.94 -4.85
H23 4.93 -2.95 -3.54
H24 3.80 -2.43 -2.25
H25 5.37 -1.63 -2.40
C24 0.25 2.13 -5.26
Ge1 -1.13 1.12 -4.29
C25 -2.57 2.40 -3.87
C26 -1.89 -0.17 -5.59
C27 -0.53 0.26 -2.67
H26 -0.18 2.74 -6.06
H27 0.97 1.43 -5.68
H28 0.79 2.79 -4.57
H29 -2.93 2.88 -4.78
H30 -2.20 3.18 -3.19
H31 -3.41 1.90 -3.38
H32 -2.35 0.35 -6.43
H33 -2.65 -0.79 -5.11
H34 -1.10 -0.82 -5.97
H35 -0.32 -0.80 -2.86
H36 -1.31 0.34 -1.91

Its lowest unoccupied orbital energy is 1.57 eV. The energy above the lowest of the compared OMol25 structures with the same formula, charge and spin comes out at 21.4 kcal per mole. The net charge is -1. Its frontier orbital gap is 7.00 eV.


Computed, not measured: a molecular structure, C27H36AuN5O5SSi2, with wB97M-V/def2-TZVPD.

Element x y z (Å)
Au1 -0.57 -1.11 0.80
C1 -4.00 -0.91 1.88
Si1 -2.69 -2.11 1.25
C2 -2.49 -3.46 2.56
C3 -3.28 -2.87 -0.38
C4 -4.49 -3.57 -0.44
C5 -4.93 -4.14 -1.62
C6 -4.17 -4.01 -2.78
C7 -2.97 -3.31 -2.73
C8 -2.52 -2.74 -1.54
Si2 -0.87 -1.81 -1.46
C9 0.53 -2.95 -2.03
C10 -0.88 -0.33 -2.65
H1 -4.96 -1.42 1.98
H2 -4.13 -0.07 1.20
H3 -3.72 -0.51 2.86
H4 -3.44 -3.97 2.71
H5 -2.18 -3.02 3.51
H6 -1.75 -4.20 2.26
H7 -5.09 -3.68 0.46
H8 -5.86 -4.69 -1.65
H9 -4.50 -4.45 -3.70
H10 -2.38 -3.20 -3.63
H11 0.35 -3.30 -3.05
H12 0.60 -3.83 -1.39
H13 1.49 -2.44 -2.01
H14 -1.05 -0.65 -3.67
H15 0.10 0.18 -2.62
H16 -1.65 0.40 -2.38
O1 -1.21 0.58 2.23
C11 -0.98 0.90 3.46
C12 -1.53 2.12 3.95
C13 -1.31 2.58 5.22
C14 -0.55 1.81 6.11
C15 -0.04 0.61 5.69
C16 -0.22 0.12 4.39
C17 0.37 -1.16 4.02
N1 0.38 -1.75 2.83
C18 1.05 -2.94 2.97
C19 1.47 -3.09 4.25
N2 1.03 -1.96 4.91
H17 -2.11 2.70 3.24
H18 -1.72 3.52 5.54
H19 -0.38 2.15 7.13
H20 0.54 0.04 6.41
H21 1.19 -3.60 2.13
H22 2.02 -3.87 4.74
H23 1.16 -1.77 5.88
C20 2.55 5.61 -5.80
C21 2.23 4.29 -5.11
S1 2.81 4.39 -3.40
O2 4.19 4.80 -3.39
O3 1.85 5.15 -2.64
C22 2.70 2.68 -2.83
C23 3.06 2.66 -1.34
N3 2.65 1.41 -0.73
C24 1.43 1.19 -0.20
N4 1.31 -0.07 0.18
C25 2.46 -0.71 -0.10
C26 3.32 0.19 -0.68
N5 4.59 -0.08 -1.21
O4 5.19 0.80 -1.80
O5 5.02 -1.20 -1.05
C27 0.40 2.24 -0.01
H24 2.19 5.60 -6.83
H25 3.62 5.79 -5.80
H26 2.07 6.44 -5.27
H27 2.75 3.45 -5.58
H28 1.16 4.10 -5.05
H29 3.39 2.07 -3.41
H30 1.66 2.37 -2.99
H31 2.55 3.48 -0.84
H32 4.13 2.78 -1.23
H33 2.64 -1.75 0.13
H34 0.82 3.08 0.55
H35 -0.42 1.82 0.56
H36 0.04 2.63 -0.96

Its lowest unoccupied orbital energy is -0.90 eV. The energy above the lowest of the compared OMol25 structures with the same formula, charge and spin comes out at 9.0 kcal per mole. The net charge is 0. Its frontier orbital gap is 6.13 eV.


Computed, not measured: 4 unconnected molecules or ions with the total composition C27H36BrN5O, with wB97M-V/def2-TZVPD.

Element x y z (Å)
Br1 -22.90 3.98 -5.54
C1 -22.60 2.05 -9.65
C2 -21.33 1.78 -8.82
O1 -20.80 0.64 -8.69
N1 -20.77 3.06 -8.23
H1 -20.75 3.87 -8.83
H2 -21.41 3.33 -7.50
C3 -19.31 2.91 -7.67
H3 -23.51 1.81 -9.11
H4 -22.68 1.31 -10.45
H5 -22.66 3.08 -10.00
H6 -18.72 2.29 -8.35
H7 -19.37 2.50 -6.67
H8 -18.90 3.90 -7.49
C4 -14.82 -4.64 -3.74
N2 -15.93 -3.76 -4.13
C5 -15.86 -2.54 -4.62
C6 -17.03 -1.74 -4.78
C7 -18.29 -2.29 -4.53
C8 -18.33 -3.53 -3.96
C9 -17.18 -4.27 -3.87
C10 -19.54 -1.56 -4.95
C11 -20.57 -2.28 -5.60
C12 -21.78 -1.75 -6.01
N3 -22.08 -0.49 -5.57
C13 -21.12 0.31 -4.97
C14 -19.86 -0.23 -4.67
C15 -23.41 0.11 -5.94
H9 -15.17 -5.67 -3.84
H10 -14.52 -4.40 -2.72
H11 -14.02 -4.46 -4.47
H12 -14.86 -2.18 -4.81
H13 -16.91 -0.71 -5.09
H14 -19.26 -4.02 -3.72
H15 -17.30 -5.26 -3.46
H16 -20.54 -3.35 -5.72
H17 -22.55 -2.39 -6.42
H18 -21.37 1.34 -4.76
H19 -19.09 0.40 -4.27
H20 -23.56 1.06 -5.42
H21 -24.17 -0.55 -5.54
H22 -23.43 0.23 -7.02
C16 -27.30 6.84 -6.11
N4 -26.06 7.56 -6.55
C17 -24.94 6.88 -6.85
C18 -23.78 7.55 -7.34
C19 -23.75 8.98 -7.41
C20 -24.94 9.64 -6.98
C21 -26.02 8.91 -6.60
C22 -22.54 9.67 -7.84
C23 -21.31 9.41 -7.21
C24 -20.24 10.09 -7.75
N5 -20.32 10.88 -8.84
C25 -21.50 11.22 -9.34
C26 -22.66 10.67 -8.81
C27 -19.14 11.43 -9.46
H23 -26.96 5.82 -5.91
H24 -28.07 6.89 -6.88
H25 -27.68 7.30 -5.20
H26 -24.90 5.80 -6.81
H27 -22.91 6.98 -7.63
H28 -24.92 10.72 -6.96
H29 -26.97 9.43 -6.52
H30 -21.30 8.72 -6.38
H31 -19.23 9.99 -7.38
H32 -21.50 11.82 -10.24
H33 -23.60 10.82 -9.31
H34 -18.83 12.33 -8.93
H35 -19.43 11.51 -10.50
H36 -18.37 10.66 -9.50

Its lowest unoccupied orbital energy is -10.27 eV. The energy above the lowest of the compared OMol25 structures with the same formula, charge and spin comes out at 41.7 kcal per mole. The net charge is +4. Its frontier orbital gap is 6.62 eV.


Computed, not measured: a molecular structure, C27H36Cl10FN2O6PS, with wB97M-V/def2-TZVPD.

Element x y z (Å)
C1 -1.96 3.36 3.54
C2 -1.11 2.77 2.96
C3 -0.04 1.99 2.33
C4 -0.35 1.40 0.96
C5 -1.61 0.90 0.55
O1 -2.67 0.93 1.41
C6 -2.52 0.10 2.59
C7 -3.61 -0.98 2.81
C8 -4.82 -0.87 1.87
C9 -3.03 -2.43 2.82
C10 -2.30 -2.79 1.53
C11 -2.04 -2.64 4.00
C12 -1.76 0.37 -0.74
C13 -3.10 -0.14 -1.24
O2 -3.47 -1.24 -1.03
N1 -3.94 0.74 -2.07
C14 -4.12 2.01 -1.53
O3 -4.38 2.28 -0.41
F1 -4.04 2.98 -2.46
C15 -0.69 0.28 -1.65
C16 -0.86 -0.33 -3.04
O4 -1.09 -1.72 -2.94
C17 0.10 -2.47 -2.75
C18 0.38 -2.84 -1.27
C19 0.53 0.77 -1.23
C20 0.68 1.32 0.05
C21 2.14 1.71 0.18
O5 2.77 1.87 1.18
N2 2.62 1.80 -1.17
P1 2.37 3.40 -1.83
S1 3.45 3.80 -3.39
C22 1.88 0.81 -1.93
O6 2.27 0.16 -2.84
H1 -2.59 3.96 4.16
H2 0.34 1.22 3.00
H3 0.79 2.68 2.19
H4 -1.56 -0.42 2.50
H5 -2.45 0.74 3.47
H6 -3.99 -0.83 3.82
H7 -4.60 -0.48 0.89
H8 -5.20 -1.89 1.70
H9 -5.64 -0.35 2.35
H10 -3.87 -3.09 3.04
H11 -2.98 -3.22 0.79
H12 -1.51 -3.53 1.70
H13 -1.85 -1.92 1.06
H14 -1.85 -3.71 4.15
H15 -1.07 -2.20 3.76
H16 -2.39 -2.16 4.91
H17 -3.50 0.88 -2.97
H18 0.00 -0.12 -3.67
H19 -1.75 0.07 -3.52
H20 -0.01 -3.40 -3.30
H21 0.98 -1.96 -3.15
H22 -0.35 -2.33 -0.64
H23 0.30 -3.91 -1.11
H24 1.38 -2.51 -0.99
H25 1.01 3.46 -2.15
H26 2.58 4.30 -0.77
C23 0.62 -6.29 -4.23
Cl1 1.98 -5.36 -3.58
Cl2 -0.42 -6.90 -2.94
H27 0.03 -5.64 -4.87
H28 1.01 -7.12 -4.79
C24 -0.56 -0.63 7.11
Cl3 -0.71 0.39 5.68
Cl4 0.38 -2.08 6.75
H29 -0.07 -0.07 7.89
H30 -1.55 -0.93 7.43
C25 5.56 0.03 0.46
Cl5 6.29 -1.03 1.67
Cl6 6.76 1.07 -0.32
H31 5.09 -0.59 -0.31
H32 4.81 0.65 0.94
C26 8.25 0.61 -3.70
Cl7 7.65 2.17 -4.25
Cl8 9.60 0.04 -4.69
H33 8.59 0.70 -2.68
H34 7.44 -0.12 -3.76
C27 0.57 7.08 -2.53
Cl9 0.46 8.21 -3.88
Cl10 1.52 5.62 -2.99
H35 1.07 7.57 -1.71
H36 -0.43 6.79 -2.24

Its lowest unoccupied orbital energy is -1.19 eV. The net charge is 0. Its frontier orbital gap is 7.73 eV.


What are the max |F| values for these records? In order: 7.13, 3.21, 1.83, 1.52, 6.23, 2.72 eV/Å.
What are the molecular weight values for these records? In order: 759.115, 566.580, 860.646, 795.821, 526.523, 921.162 g/mol.